Entry 1:
{
  "formula": "C19H25ClN6O4",
  "method": "wB97M-V/def2-TZVPD",
  "species": ["C", "O", "C", "C", "O", "N", "C", "C", "C", "N", "N", "N", "N", "C", "C", "O", "C", "O", "N", "C", "C", "C", "C", "Cl", "C", "C", "C", "C", "C", "C", "H", "H", "H", "H", "H", "H", "H", "H", "H", "H", "H", "H", "H", "H", "H", "H", "H", "H", "H", "H", "H", "H", "H", "H", "H"],
  "coordinates": [[1.082, 1.133, -2.146], [0.970, 0.652, -0.987], [0.578, 1.480, 0.032], [-1.019, 1.772, -0.050], [-1.378, 2.577, -0.748], [-1.855, 1.075, 0.433], [-1.505, 0.435, 1.713], [-3.246, 0.797, 0.125], [-3.671, -0.350, 0.485], [-4.735, -0.873, 1.014], [-4.846, -2.205, 1.120], [-3.805, -2.752, 0.305], [-3.154, -1.582, -0.046], [-1.862, -1.554, -1.038], [-1.242, -2.776, -0.387], [0.209, -2.555, -1.238], [1.142, -2.063, -0.157], [0.769, -1.938, 0.969], [2.299, -1.783, -0.786], [3.255, -1.190, -0.229], [4.362, -0.892, -1.198], [5.419, 0.042, -0.967], [5.468, 0.399, 0.249], [6.873, 1.420, 0.649], [4.553, 0.168, 1.332], [3.423, -0.790, 0.935], [-3.570, 1.260, -1.062], [-4.448, 2.647, -1.104], [-4.949, 2.532, 0.175], [-4.061, 2.042, 1.020], [0.361, 1.781, -2.528], [1.172, 0.220, -2.833], [2.083, 1.637, -2.122], [1.149, 2.240, -0.234], [0.970, 1.094, 0.899], [-2.311, 0.018, 2.306], [-0.848, -0.241, 1.662], [-1.061, 1.221, 2.364], [-2.320, -1.731, -1.896], [-1.403, -0.763, -0.985], [-1.513, -3.682, -0.919], [-1.192, -2.901, 0.724], [2.175, -2.134, -1.619], [4.235, -1.191, -2.261], [6.173, 0.183, -1.373], [4.646, 0.714, 2.354], [2.652, -0.965, 1.686], [-4.497, 0.661, -1.350], [-2.768, 1.394, -1.938], [-3.648, 3.337, -1.060], [-5.107, 2.930, -2.058], [-5.890, 1.835, 0.120], [-5.308, 3.418, 0.591], [-4.693, 1.494, 2.001], [-3.384, 2.758, 1.469]],
  "nbo_charge": [-0.2254, -0.5438, -0.1341, 0.6637, -0.6189, -0.4013, -0.4177, -0.0471, 0.3093, -0.2822, -0.0610, -0.0767, -0.1759, -0.1600, -0.0659, -0.6357, 0.9271, -0.6285, -0.5859, 0.1180, -0.1630, -0.2407, 0.0002, -0.0643, -0.1961, -0.2365, -0.4130, -0.3666, -0.4921, -0.3106, 0.1827, 0.1739, 0.1489, 0.1828, 0.1895, 0.2295, 0.2015, 0.1978, 0.2126, 0.1963, 0.2200, 0.2590, 0.4212, 0.1993, 0.1971, 0.2524, 0.2427, 0.2253, 0.2697, 0.2117, 0.2250, 0.1919, 0.2424, 0.2354, 0.2162],
  "homo_lumo_gap_ev": 8.716,
  "lumo_ev": 0.12,
  "total_charge": 0,
  "smiles": "COCC(=O)N(C)C1(c2nnnn2CCOC(=O)Nc2ccc(Cl)cc2)CCCC1",
  "de_lowest_kcal_mol": 494.6
}



Entry 2:
{
  "formula": "C25H22NO4SZr",
  "method": "wB97M-V/def2-TZVPD",
  "species": ["C", "C", "C", "H", "C", "C", "H", "H", "H", "H", "C", "C", "C", "H", "C", "C", "H", "H", "H", "H", "Zr", "O", "C", "C", "H", "H", "H", "H", "C", "C", "C", "H", "C", "H", "C", "H", "C", "H", "O", "S", "O", "N", "C", "O", "C", "C", "C", "C", "C", "C", "H", "H", "H", "H"],
  "coordinates": [[0.534, -1.833, 1.507], [-0.809, -2.091, 1.041], [-0.753, -2.272, -0.390], [-1.666, -2.237, 1.688], [0.617, -2.132, -0.800], [1.417, -1.861, 0.361], [2.504, -1.825, 0.387], [0.806, -1.749, 2.553], [-1.573, -2.573, -1.036], [1.007, -2.388, -1.784], [-0.957, 2.208, 0.139], [-0.617, 1.928, 1.504], [0.783, 1.620, 1.582], [-1.271, 2.124, 2.350], [1.346, 1.849, 0.274], [0.272, 2.220, -0.606], [0.391, 2.627, -1.611], [-1.939, 2.511, -0.221], [1.303, 1.357, 2.498], [2.406, 1.886, 0.029], [-0.139, -0.032, 0.221], [-0.257, -0.168, -3.885], [-1.415, -0.858, -4.380], [-0.090, -0.936, -5.138], [-1.700, -1.738, -3.796], [-2.209, -0.253, -4.837], [0.460, -1.888, -5.020], [0.844, -1.929, -7.465], [0.588, -0.870, -7.560], [0.094, -0.199, -6.409], [-0.281, 1.160, -6.525], [-0.685, 1.685, -5.651], [-0.128, 1.824, -7.744], [-0.404, 2.875, -7.807], [0.359, 1.152, -8.868], [0.458, 1.674, -9.815], [0.705, -0.199, -8.773], [1.063, -0.741, -9.643], [0.642, 1.775, 6.450], [0.657, 0.422, 5.946], [1.690, -0.461, 6.446], [0.424, 0.341, 4.312], [-0.851, -0.035, 4.006], [-1.393, 0.097, 2.861], [-1.555, -0.625, 5.152], [-2.825, -1.181, 5.149], [-3.402, -1.458, 6.382], [-2.737, -1.161, 7.600], [-1.455, -0.575, 7.588], [-0.905, -0.338, 6.326], [-3.265, -1.335, 4.173], [-4.394, -1.899, 6.396], [-3.220, -1.384, 8.559], [-0.907, -0.307, 8.496]],
  "nbo_charge": [-0.3860, -0.3517, -0.3643, 0.2999, -0.3416, -0.3429, 0.2899, 0.3152, 0.2777, 0.2866, -0.4387, -0.2015, -0.4339, 0.3059, -0.3488, -0.3326, 0.2872, 0.2817, 0.3363, 0.2854, 2.3454, -0.5308, -0.1135, 0.0684, 0.1715, 0.2042, 0.1999, 0.2155, -0.1953, -0.0900, -0.2118, 0.2164, -0.1890, 0.2211, -0.1993, 0.2271, -0.1986, 0.2270, -0.9140, 2.2881, -0.9175, -0.9052, 0.6218, -0.7411, -0.1071, -0.1969, -0.2031, -0.1762, -0.1683, -0.2971, 0.2200, 0.2249, 0.2323, 0.2472],
  "homo_lumo_gap_ev": 5.214,
  "lumo_ev": -6.06,
  "total_charge": 1,
  "de_lowest_kcal_mol": 78.0
}



Entry 3:
{
  "formula": "C5H10N4",
  "method": "wB97M-V/def2-TZVPD",
  "species": ["C", "C", "C", "C", "C", "N", "N", "N", "N", "H", "H", "H", "H", "H", "H", "H", "H", "H", "H"],
  "coordinates": [[-1.052, -0.013, -0.001], [0.027, 0.819, -0.430], [0.121, -1.392, 1.354], [-1.910, -2.242, 0.370], [2.232, 1.396, -0.661], [0.939, -1.284, 2.233], [-0.769, -1.389, 0.397], [1.235, 0.648, -0.028], [-0.445, 1.778, -1.303], [-1.989, 0.348, 0.300], [-1.596, -3.246, 0.525], [-2.613, -1.978, 1.176], [-2.341, -2.310, -0.619], [2.332, 2.503, -0.526], [3.146, 0.947, -0.359], [2.074, 1.273, -1.754], [1.712, -0.631, 1.829], [0.254, 2.579, -1.383], [-1.357, 2.192, -1.121]],
  "nbo_charge": [-0.3272, 0.3928, 0.7017, -0.3954, -0.4364, -0.6366, -0.4060, -0.6197, -0.8236, 0.1837, 0.2098, 0.2001, 0.2267, 0.1675, 0.1977, 0.1736, 0.4383, 0.3656, 0.3876],
  "homo_lumo_gap_ev": [7.182, 7.181],
  "lumo_ev": [0.44, 0.44],
  "total_charge": 0,
  "de_lowest_kcal_mol": 109.8
}



Entry 4:
{
  "formula": "C8H16IO16S4Ti",
  "method": "wB97M-V/def2-TZVPD",
  "species": ["Ti", "I", "C", "C", "O", "S", "O", "O", "O", "H", "H", "H", "H", "C", "C", "O", "S", "O", "O", "O", "H", "H", "H", "H", "C", "C", "O", "S", "O", "O", "O", "H", "H", "H", "H", "C", "C", "O", "S", "O", "O", "O", "H", "H", "H", "H"],
  "coordinates": [[1.173, -0.023, -1.063], [2.523, 1.064, -3.368], [-3.589, 1.742, -2.798], [-2.718, 0.728, -3.616], [-2.202, -0.180, -2.658], [-2.140, 0.389, -1.085], [-0.953, 1.221, -0.888], [-2.499, -0.673, -0.115], [-3.484, 1.350, -1.375], [-4.655, 1.724, -3.022], [-3.194, 2.743, -2.970], [-1.871, 1.323, -3.956], [-3.168, 0.148, -4.423], [1.371, -0.810, 4.774], [0.490, 0.384, 5.088], [-0.043, 0.680, 3.749], [-0.192, -0.640, 2.769], [0.324, -0.422, 1.420], [-1.545, -1.214, 3.006], [0.913, -1.562, 3.698], [1.509, -1.458, 5.639], [2.356, -0.531, 4.401], [0.897, 1.302, 5.513], [-0.294, 0.145, 5.807], [1.885, 3.436, 3.435], [0.478, 3.418, 2.890], [0.509, 2.768, 1.640], [1.968, 2.719, 0.943], [2.294, 3.929, 0.162], [2.298, 1.430, 0.400], [2.723, 2.815, 2.440], [1.885, 2.961, 4.416], [2.053, 4.506, 3.557], [-0.038, 4.310, 2.534], [-0.288, 2.873, 3.443], [1.050, -4.910, -3.771], [0.721, -3.799, -4.749], [0.758, -2.652, -3.905], [-0.140, -3.010, -2.543], [-1.548, -3.137, -2.971], [0.104, -2.127, -1.379], [0.620, -4.421, -2.480], [2.094, -5.224, -3.763], [0.523, -5.816, -4.072], [-0.298, -3.871, -5.129], [1.341, -3.626, -5.628]],
  "nbo_charge": [0.6105, -0.7321, -0.0940, -0.0987, -0.6645, 2.4545, -0.9024, -0.8137, -0.6762, 0.2069, 0.1990, 0.2044, 0.2183, -0.1110, -0.0871, -0.7076, 2.4461, -0.8474, -0.8371, -0.6447, 0.2093, 0.1958, 0.2116, 0.2005, -0.1048, -0.1052, -0.6735, 2.4941, -0.8376, -0.8940, -0.6752, 0.1933, 0.2031, 0.2062, 0.2169, -0.0923, -0.1174, -0.6496, 2.4863, -0.8718, -0.8830, -0.6770, 0.2109, 0.2012, 0.1975, 0.2314],
  "homo_lumo_gap_ev": [4.394, 7.073],
  "spin_multiplicity": 4,
  "lumo_ev": [0.09, 0.08],
  "total_charge": 0,
  "de_lowest_kcal_mol": 62.6
}



Entry 5:
{
  "formula": "C21H38BeF9N2O15S4",
  "method": "wB97M-V/def2-TZVPD",
  "species": ["Be", "C", "F", "F", "F", "S", "O", "O", "O", "C", "F", "F", "F", "S", "O", "O", "O", "C", "F", "F", "F", "S", "O", "O", "O", "S", "O", "O", "O", "O", "C", "C", "C", "C", "C", "C", "N", "O", "C", "C", "C", "H", "H", "H", "H", "H", "H", "H", "H", "H", "H", "H", "H", "H", "H", "H", "H", "H", "H", "H", "C", "C", "C", "C", "C", "C", "N", "O", "C", "C", "C", "H", "H", "H", "H", "H", "H", "H", "H", "H", "H", "H", "H", "H", "H", "H", "H", "H", "H", "H"],
  "coordinates": [[5.755, 17.473, -13.303], [1.507, 22.577, -13.901], [2.227, 23.036, -12.863], [0.292, 22.182, -13.649], [1.455, 23.566, -14.739], [2.529, 21.116, -14.669], [3.526, 21.728, -15.559], [3.106, 20.266, -13.573], [1.559, 20.294, -15.442], [0.727, 13.216, -14.623], [-0.462, 12.993, -15.031], [0.939, 12.593, -13.469], [1.500, 12.883, -15.675], [0.917, 15.143, -14.371], [2.293, 15.385, -13.891], [0.642, 15.747, -15.670], [-0.039, 15.493, -13.330], [6.025, 15.632, -19.880], [6.029, 16.250, -21.036], [5.338, 14.486, -20.029], [7.286, 15.347, -19.527], [5.178, 16.763, -18.488], [5.438, 16.103, -17.167], [5.826, 18.072, -18.615], [3.738, 16.985, -18.728], [8.704, 19.608, -14.972], [9.486, 20.394, -14.033], [8.738, 18.160, -14.775], [7.284, 19.932, -14.854], [8.783, 20.062, -16.325], [4.959, 13.183, -7.803], [3.953, 13.543, -8.880], [2.560, 12.892, -8.579], [1.749, 13.655, -7.544], [1.568, 15.116, -8.149], [2.933, 15.890, -8.437], [3.924, 15.040, -9.109], [5.076, 15.534, -9.564], [2.577, 17.034, -9.392], [3.458, 16.462, -7.064], [4.388, 12.863, -10.180], [4.648, 13.347, -6.771], [5.858, 13.786, -7.928], [5.163, 12.124, -7.963], [2.140, 12.581, -9.536], [2.750, 11.903, -8.162], [2.399, 13.703, -6.670], [0.806, 13.196, -7.247], [1.116, 15.687, -7.338], [0.946, 15.149, -9.044], [2.232, 16.697, -10.370], [1.632, 17.503, -9.118], [3.318, 17.830, -9.457], [4.264, 17.160, -7.291], [2.768, 16.832, -6.306], [3.902, 15.781, -6.338], [5.379, 13.187, -10.496], [3.717, 13.098, -11.006], [4.284, 11.779, -10.238], [5.626, 15.464, -8.781], [10.635, 20.056, -9.009], [9.207, 19.743, -8.391], [9.399, 20.059, -6.897], [9.299, 21.512, -6.465], [7.904, 22.022, -7.137], [7.664, 21.858, -8.682], [8.033, 20.454, -8.999], [7.793, 20.022, -10.225], [6.143, 22.103, -8.973], [8.501, 22.790, -9.476], [9.047, 18.216, -8.404], [11.093, 20.959, -8.605], [10.728, 20.132, -10.092], [11.340, 19.325, -8.611], [8.638, 19.607, -6.260], [10.369, 19.909, -6.423], [10.165, 22.129, -6.704], [9.268, 21.472, -5.376], [7.903, 23.096, -6.953], [7.043, 21.748, -6.529], [6.051, 22.475, -9.993], [5.494, 21.242, -8.815], [5.679, 22.925, -8.427], [8.292, 22.723, -10.543], [8.263, 23.791, -9.116], [9.583, 22.758, -9.353], [8.196, 17.851, -7.830], [9.848, 17.707, -7.868], [9.045, 17.805, -9.414], [8.589, 20.251, -10.710]],
  "mulliken_charge": [0.6332, 0.5136, -0.2343, -0.2074, -0.2315, 1.0917, -0.6709, -0.5686, -0.6622, 0.5325, -0.2306, -0.2162, -0.2345, 1.1230, -0.6199, -0.6485, -0.6952, 0.4961, -0.2158, -0.2337, -0.2262, 1.1253, -0.6237, -0.6589, -0.6328, 1.1819, -0.6083, -0.5267, -0.3029, -0.4513, -1.8327, 1.5275, -1.2936, -0.7161, -1.2790, 1.4111, 0.2234, -0.2200, -1.7535, -1.6967, -2.0846, 0.2951, 0.4048, 0.5085, 0.4898, 0.4400, 0.2720, 0.4067, 0.4989, 0.5043, 0.4990, 0.3672, 0.3003, 0.3538, 0.3846, 0.3616, 0.3802, 0.5312, 0.4104, 0.3028, -1.6566, 1.5508, -1.2418, -0.7736, -1.4801, 1.8855, -0.0402, -0.1440, -1.8336, -1.8791, -1.8073, 0.3698, 0.3340, 0.4560, 0.3864, 0.3270, 0.3751, 0.3976, 0.5149, 0.4449, 0.4357, 0.3708, 0.3707, 0.4449, 0.4191, 0.3278, 0.3690, 0.3908, 0.3741, 0.3173],
  "homo_lumo_gap_ev": 2.896,
  "lumo_ev": 1.82,
  "total_charge": -3,
  "de_lowest_kcal_mol": 23.8
}



Entry 6:
{
  "formula": "C3H5Cl2N2",
  "method": "wB97M-V/def2-TZVPD",
  "species": ["C", "C", "C", "N", "N", "Cl", "Cl", "H", "H", "H", "H", "H"],
  "coordinates": [[-1.305, 1.056, -0.605], [-1.196, 1.481, -1.759], [-0.944, 0.954, 0.805], [0.082, 0.363, 1.256], [1.312, -1.591, -0.115], [-1.372, 1.783, -3.312], [-1.988, 1.813, 1.884], [0.919, -0.759, 0.423], [0.224, 0.312, 2.278], [2.380, -1.621, -0.036], [1.033, -1.445, -1.139], [0.856, -2.344, 0.320]],
  "nbo_charge": [0.1148, -0.1144, 0.1062, -0.8119, -0.9161, 0.3576, 0.0725, 0.4551, 0.4046, 0.4533, 0.4421, 0.4362],
  "homo_lumo_gap_ev": [6.342, 6.009],
  "spin_multiplicity": 3,
  "lumo_ev": [-3.58, -7.85],
  "total_charge": 1,
  "de_lowest_kcal_mol": 42.2
}



Entry 7:
{
  "formula": "C9H8N2",
  "method": "wB97M-V/def2-TZVPD",
  "species": ["C", "C", "C", "C", "C", "N", "C", "C", "N", "C", "C", "H", "H", "H", "H", "H", "H", "H", "H"],
  "coordinates": [[-0.847, -0.064, 2.984], [-1.764, -0.137, 1.906], [-1.369, -0.020, 0.640], [-0.076, 0.125, 0.345], [0.488, 0.204, -1.150], [1.285, 1.064, -1.644], [1.314, 0.732, -2.978], [0.615, -0.386, -3.196], [0.025, -0.661, -2.045], [0.863, 0.213, 1.324], [0.501, 0.116, 2.733], [-1.123, -0.226, 4.219], [-2.980, -0.161, 2.040], [-2.311, -0.167, -0.115], [2.195, 1.348, -3.710], [0.473, -0.947, -4.305], [-0.581, -1.616, -1.611], [1.941, 0.291, 1.088], [1.351, 0.292, 3.474]],
  "nbo_charge": [-0.2170, -0.2020, -0.2364, -0.0816, 0.3406, -0.4708, -0.0971, -0.1189, -0.5380, -0.1805, -0.2195, 0.2244, 0.2214, 0.2229, 0.2140, 0.2319, 0.4440, 0.2306, 0.2319],
  "homo_lumo_gap_ev": 9.288,
  "lumo_ev": 0.60,
  "total_charge": 0,
  "smiles": "c1ccc(-c2ncc[nH]2)cc1",
  "de_lowest_kcal_mol": 88.2
}



Entry 8:
{
  "formula": "C3H8N2OS",
  "method": "wB97M-V/def2-TZVPD",
  "species": ["H", "N", "C", "N", "S", "C", "C", "O", "H", "H", "H", "H", "H", "H", "H"],
  "coordinates": [[-2.729, -0.999, 0.599], [-2.577, -0.002, 0.552], [-1.579, 0.191, -0.238], [-1.199, 1.429, -0.730], [-0.671, -1.187, -0.999], [0.683, -1.253, 0.200], [1.352, 0.066, 0.489], [1.666, 0.861, -0.586], [-0.207, 1.496, -1.004], [-1.576, 2.162, -0.140], [1.441, -1.950, -0.252], [0.300, -1.694, 1.160], [0.606, 0.674, 1.059], [2.233, -0.147, 1.084], [2.258, 0.353, -1.195]],
  "nbo_charge": [0.3494, -0.6978, 0.2914, -0.8305, 0.1537, -0.5604, -0.0823, -0.7170, 0.4210, 0.3897, 0.2188, 0.2316, 0.1842, 0.1734, 0.4749],
  "homo_lumo_gap_ev": 9.512,
  "lumo_ev": 0.51,
  "total_charge": 0,
  "smiles": "[H]/N=C(/N)SCCO",
  "de_lowest_kcal_mol": 28.6
}



Largest force on an atom for the records above, in order: 16.96, 2.93, 4.03, 4.30, 5.69, 7.61, 7.75, 2.57 eV Å⁻¹